[1]
21
Properties=species:S:1:pos:R:3:lowdin_charge:R:1 method="wB97M-V/def2-TZVPD" homo_energy_ha=-0.3324 spin_multiplicity=1 lumo_energy_ev=0.54 de_lowest_ev=6.505 smiles="C=CC[C@H](C=C)N(S)[N+](=O)[O-]"
S -1.512 2.673 -1.167 0.884
O 0.065 2.966 -3.416 -0.003
O 1.484 1.378 -3.034 0.066
N 0.524 2.055 -2.749 -0.458
N -0.098 1.786 -1.588 -0.370
C -0.756 -2.299 0.804 0.013
C 1.435 1.222 1.438 0.045
C -0.548 -0.536 -0.942 -0.163
C 0.345 1.131 0.701 -0.171
C 0.351 0.695 -0.734 -0.358
C -0.050 -1.687 -0.127 -0.188
H -0.629 1.358 1.111 0.090
H -1.573 -0.286 -0.661 0.106
H -1.765 -2.001 1.039 0.060
H -0.361 -3.128 1.365 0.053
H -0.528 -0.805 -2.002 0.127
H 0.961 -2.003 -0.347 0.109
H 1.374 0.463 -1.050 0.144
H 1.396 1.522 2.471 0.060
H -1.431 3.377 -2.307 -0.111
H 2.411 0.993 1.042 0.068


[2]
21
Properties=species:S:1:pos:R:3:lowdin_charge:R:1 method="wB97M-V/def2-TZVPD" homo_energy_ha=-0.3699 spin_multiplicity=1 lumo_energy_ev=0.43 de_lowest_ev=4.134
S -1.374 -1.313 -0.177 0.992
O -0.697 -2.556 -0.711 -0.462
O -2.201 -1.816 1.172 -0.286
N 3.449 -0.836 1.849 0.170
N 2.370 -1.629 -1.351 0.200
C 0.917 0.103 -0.237 -0.302
C -0.112 -0.449 0.846 -0.410
C 2.099 -0.857 -0.391 -0.345
C -0.745 0.752 1.452 -0.114
C 0.343 0.471 -1.601 -0.060
C 2.961 -0.853 0.819 -0.147
H -0.234 -0.370 -2.122 0.099
H -0.154 1.345 -1.510 0.058
H 1.129 0.552 -2.193 0.037
H 1.477 0.923 0.085 0.118
H -1.203 0.520 2.450 0.103
H 1.626 -1.543 -2.041 0.058
H -0.281 1.745 1.498 0.096
H -1.867 -2.524 1.679 0.049
H 0.301 -1.072 1.518 0.082
H -1.608 1.052 0.873 0.067


[3]
25
Properties=species:S:1:pos:R:3:mulliken_spin:R:1 method="wB97M-V/def2-TZVPD" homo_energy_ha="-0.2233 / -0.3340" spin_multiplicity=3 lumo_energy_ev="0.30 / -2.37" de_lowest_ev=0.000
S -6.171 -0.070 1.007 0.902
S -0.785 1.753 -0.775 0.004
S -5.158 -1.333 -0.333 0.864
O -2.157 -1.033 -1.270 0.271
O -0.811 2.867 0.174 0.002
O -1.302 1.855 -2.077 0.004
O -1.755 0.690 0.102 -0.010
N 0.747 1.273 -0.768 0.000
N -2.633 -0.260 -0.439 0.193
C 1.360 0.987 0.522 0.000
C -3.889 -0.204 -0.001 -0.256
C 0.909 -1.115 -0.517 0.001
C -4.581 0.732 0.990 -0.003
C 0.871 0.038 -1.577 0.001
C 0.906 -0.445 0.828 0.003
H -4.101 0.699 2.042 0.015
H 0.953 1.712 1.068 0.000
H -0.094 0.078 -2.195 -0.002
H 1.722 0.193 -2.191 0.000
H 1.602 -0.835 1.517 0.000
H -4.645 1.822 0.564 0.014
H 1.811 -1.680 -0.783 0.000
H 0.074 -0.355 1.389 -0.003
H -0.056 -1.773 -0.747 0.001
H 2.502 1.010 0.329 0.000